Entry 1:
{"formula": "C27H39O2OsS5Si", "method": "wB97M-V/def2-TZVPD", "charge": 3, "e_above_lowest_ev": 0.000, "e_tot_ha": -3572.7132, "s2": 6.06, "spin_multiplicity": 5, "homo_ev": [-17.0, -17.0], "gap_ev": [8.68, 6.05], "species": ["Os", "C", "C", "S", "C", "C", "S", "C", "C", "S", "H", "H", "H", "H", "H", "H", "H", "H", "H", "H", "H", "H", "O", "S", "C", "C", "C", "C", "S", "O", "C", "C", "C", "C", "C", "C", "C", "C", "C", "C", "C", "C", "H", "H", "H", "H", "H", "H", "H", "H", "H", "H", "H", "H", "H", "H", "H", "H", "H", "H", "C", "Si", "C", "C", "C", "C", "H", "H", "H", "H", "H", "H", "H", "H", "H"], "xyz": [[0.367992, 0.285255, -0.185175], [-3.130603, -4.327427, 0.592216], [-4.068900, -3.261159, 0.055244], [-3.105108, -1.735688, -0.183974], [-2.482556, -1.806436, -1.886633], [-1.196642, -2.583500, -2.109196], [0.300669, -1.951688, -1.254437], [0.767860, -3.267461, -0.058713], [-0.295155, -4.216301, 0.467376], [-1.706730, -3.425590, 1.298994], [-2.768666, -4.998108, -0.182779], [-3.586564, -4.928118, 1.378882], [-4.838078, -2.992831, 0.777637], [-4.559675, -3.552096, -0.872338], [-2.351947, -0.763226, -2.173050], [-3.279158, -2.231898, -2.499722], [-0.930628, -2.528353, -3.164126], [-1.300983, -3.635070, -1.849702], [1.266664, -2.721806, 0.738212], [1.515344, -3.863470, -0.581086], [0.180748, -4.841129, 1.226991], [-0.677991, -4.880424, -0.302786], [-1.503539, 1.146202, -0.676567], [-2.856001, 1.733542, -0.210020], [-2.737067, 3.545166, -0.342641], [-1.420713, 4.127570, 0.154555], [-0.418694, 4.327339, -0.989955], [0.979530, 4.680660, -0.499733], [1.953341, 3.193509, -0.083977], [0.891293, 2.214817, 0.453750], [2.365896, 2.668758, -1.744819], [3.531404, 3.191820, -2.286622], [3.920667, 2.806067, -3.561291], [3.165376, 1.882236, -4.273418], [2.006113, 1.354399, -3.719762], [1.598732, 1.761499, -2.458307], [-2.955658, 1.574386, 1.571512], [-4.154068, 1.986588, 2.147878], [-4.310556, 1.901577, 3.522497], [-3.284485, 1.393231, 4.309357], [-2.106495, 0.950932, 3.723464], [-1.944146, 1.035662, 2.348122], [-3.597229, 3.878100, 0.240702], [-2.926392, 3.777988, -1.392908], [-1.004562, 3.488008, 0.931009], [-1.622295, 5.093418, 0.620410], [-0.772698, 5.144122, -1.621982], [-0.375328, 3.440450, -1.627399], [0.954259, 5.296311, 0.401923], [1.576386, 5.196434, -1.252657], [4.136470, 3.891155, -1.717172], [4.822320, 3.220326, -3.993887], [3.480464, 1.573797, -5.261638], [1.413546, 0.640595, -4.278372], [0.638626, 1.398350, -2.076030], [-4.961072, 2.368927, 1.529771], [-5.236043, 2.232150, 3.975293], [-3.405419, 1.338369, 5.383607], [-1.311177, 0.547738, 4.337445], [-1.013228, 0.687792, 1.915152], [5.859065, -0.526582, 2.332924], [5.182456, -0.849886, 0.625698], [5.535093, -2.593234, 0.049988], [5.777549, 0.421769, -0.624690], [3.323587, -0.570393, 0.556306], [2.135441, -0.306558, 0.328489], [6.943621, -0.647549, 2.297061], [5.459304, -1.232974, 3.062827], [5.635473, 0.488863, 2.665206], [6.616732, -2.738393, 0.019923], [5.142083, -2.764867, -0.955093], [5.114565, -3.337193, 0.730079], [6.835194, 0.248272, -0.837820], [5.669162, 1.435887, -0.231500], [5.220576, 0.342650, -1.562645]], "forces_ev_per_angstrom": [[0.96, 0.45, -0.01], [0.09, -0.17, 0.24], [-0.09, 0.17, -0.10], [-0.09, 0.22, -0.20], [-0.03, -0.08, 0.13], [0.11, 0.19, 0.09], [-0.13, 0.16, 0.33], [-0.07, 0.11, -0.03], [-0.01, 0.07, 0.01], [0.18, -0.20, 0.02], [0.02, 0.01, -0.03], [0.03, -0.02, -0.03], [-0.03, 0.02, -0.01], [-0.03, 0.03, 0.02], [-0.05, 0.01, 0.02], [0.01, 0.03, -0.05], [-0.09, -0.07, -0.04], [0.04, 0.02, -0.03], [0.03, -0.04, 0.04], [0.05, -0.03, 0.05], [0.00, -0.04, -0.01], [0.00, -0.01, -0.02], [0.42, -0.35, 0.14], [-0.33, 0.22, 0.31], [0.20, -0.16, -0.12], [0.09, 0.03, -0.06], [-0.08, -0.01, 0.04], [-0.15, -0.12, 0.20], [0.29, 0.28, -0.58], [-0.65, -0.80, 0.19], [0.03, -0.05, 0.22], [0.07, 0.07, 0.14], [0.00, -0.01, -0.06], [0.02, 0.02, 0.04], [0.00, -0.04, -0.03], [-0.07, -0.07, -0.03], [0.03, -0.09, -0.06], [-0.06, 0.03, -0.16], [0.00, 0.02, -0.05], [0.01, -0.01, 0.05], [-0.07, 0.00, 0.05], [0.09, 0.01, -0.07], [-0.04, -0.03, -0.03], [-0.06, -0.04, 0.02], [0.02, 0.03, 0.07], [-0.04, -0.01, 0.01], [0.05, -0.01, -0.04], [-0.04, 0.04, -0.01], [0.06, -0.04, -0.01], [0.05, -0.01, 0.03], [0.00, -0.05, -0.05], [-0.02, -0.02, 0.02], [-0.01, 0.01, 0.02], [0.01, 0.04, 0.01], [-0.03, 0.15, -0.21], [0.01, -0.01, 0.08], [0.03, -0.01, 0.00], [-0.01, -0.01, -0.03], [-0.02, 0.02, -0.03], [0.12, 0.02, -0.10], [-0.42, 0.00, -0.18], [0.94, 0.03, -0.12], [-0.35, 0.21, 0.03], [-0.18, -0.15, 0.14], [-0.20, -0.05, 0.04], [-0.84, 0.14, -0.26], [-0.01, 0.00, 0.01], [0.06, 0.04, 0.02], [0.05, -0.05, 0.04], [-0.01, 0.00, 0.01], [0.05, -0.05, 0.04], [0.05, 0.00, -0.04], [-0.03, 0.03, 0.01], [0.02, -0.04, -0.04], [0.07, 0.02, 0.03]]}

Entry 2:
{"formula": "C7H16N2O", "method": "wB97M-V/def2-TZVPD", "e_above_lowest_ev": 6.754, "e_tot_ha": -460.8556, "homo_ev": [-6.3, -6.3], "gap_ev": [6.31, 6.31], "species": ["C", "C", "C", "C", "O", "H", "H", "H", "H", "H", "H", "H", "H", "C", "C", "N", "C", "N", "H", "H", "H", "H", "H", "H", "H", "H"], "xyz": [[-0.873361, -0.394591, 1.085494], [-1.984408, -0.621880, 0.069663], [-1.197414, -0.281919, -1.138432], [-1.298662, 0.292693, 2.355125], [-0.148989, -1.587831, 1.334840], [-0.752800, -2.257429, 1.698218], [-2.387661, -1.645432, 0.079683], [-2.803077, 0.086357, 0.215804], [-1.398852, 0.670173, -1.612278], [-0.903104, -1.082246, -1.803304], [-1.940034, -0.368033, 2.962122], [-1.867320, 1.202385, 2.147670], [-0.420291, 0.564800, 2.944672], [1.662502, -0.899350, -1.064800], [1.258359, 1.325993, -1.943222], [0.830946, 0.298467, -0.991812], [0.659051, 0.864054, 0.479868], [1.620860, 0.894652, 1.347710], [2.177672, 0.040091, 1.301436], [0.034345, 1.754146, 0.414246], [1.624874, -1.308557, -2.077590], [2.709658, -0.673914, -0.831860], [1.245357, 0.915182, -2.956295], [2.273157, 1.685947, -1.736745], [0.579927, 2.179506, -1.908882], [1.299266, -1.653262, -0.371332]], "forces_ev_per_angstrom": [[1.19, 0.92, 0.33], [0.57, 0.25, -0.07], [1.10, 0.32, -0.75], [-0.17, -0.29, 0.02], [-0.26, -0.21, -0.09], [0.14, 0.16, 0.06], [0.14, 0.10, -0.07], [0.10, -0.01, -0.03], [-0.06, -0.10, -0.14], [-0.03, 0.05, -0.17], [0.02, 0.08, 0.02], [0.02, -0.01, -0.04], [0.05, -0.05, -0.09], [0.09, -0.18, -0.09], [-0.12, -0.01, -0.15], [-1.72, -0.15, 1.54], [-1.15, -1.03, 0.01], [0.42, -0.10, -0.46], [-0.04, 0.07, 0.12], [0.06, 0.10, -0.28], [-0.01, 0.09, -0.01], [-0.12, 0.08, -0.02], [-0.03, -0.01, 0.05], [-0.14, -0.16, 0.14], [-0.01, -0.06, 0.09], [-0.05, 0.14, 0.07]]}

Entry 3:
{"formula": "C5H5NO", "method": "wB97M-V/def2-TZVPD", "e_above_lowest_ev": 3.190, "e_tot_ha": -323.4025, "homo_ev": -10.0, "gap_ev": 9.93, "species": ["C", "C", "C", "O", "C", "C", "N", "H", "H", "H", "H", "H"], "xyz": [[-1.803659, -1.722971, 1.766429], [-0.820486, -1.141542, 1.380695], [0.302268, -0.441030, 0.760014], [1.414462, -0.408430, 1.247955], [-0.004363, 0.116737, -0.597846], [0.505040, 1.429584, -1.107790], [1.139364, 0.193578, -1.506643], [-2.686503, -2.224795, 2.102518], [-0.926727, -0.269326, -1.024006], [1.055549, 2.118782, -0.472116], [-0.085039, 1.906920, -1.889526], [1.961971, 0.067969, -0.913313]], "forces_ev_per_angstrom": [[0.41, 0.32, -0.18], [-0.51, -0.20, 0.20], [0.37, 0.12, 0.02], [-0.53, 0.10, -0.14], [-0.16, -0.20, -0.02], [-0.04, 0.24, 0.03], [0.20, -0.10, -0.07], [0.22, 0.07, -0.01], [0.15, 0.07, -0.02], [-0.18, -0.26, 0.17], [0.08, -0.09, 0.21], [-0.02, -0.06, -0.18]]}